No. 1
Entry from OMol25: a structure of composition C39H34Cl2N2O6STeTi (ωB97M-V/def2-TZVPD).

ORCA input file:
```
! wB97M-V def2-TZVPD RIJCOSX def2/J DEFGRID3
* xyz -1 2
Ti -1.443 -0.001 0.700
N -3.395 0.504 -0.258
C -3.815 -0.498 -1.235
C -2.949 -1.751 -1.106
O -3.205 -2.770 -1.700
O -1.925 -1.594 -0.293
H -4.077 0.624 0.486
H -3.223 1.455 -0.629
H -3.702 -0.123 -2.251
H -4.856 -0.790 -1.106
C 5.139 -1.925 -0.611
C 3.761 -1.688 -0.051
C 3.399 -2.139 1.212
C 2.125 -1.920 1.729
C 1.762 -2.514 3.051
O 2.504 -2.415 4.007
C 0.496 -3.314 3.149
C -0.115 -3.866 2.026
C -1.244 -4.658 2.164
C -1.778 -4.888 3.424
C -1.181 -4.328 4.546
C -0.042 -3.550 4.409
C 1.196 -1.176 1.000
O 0.011 -0.881 1.543
C 1.531 -0.750 -0.305
C 2.804 -1.011 -0.802
C 0.487 -0.054 -1.063
N -0.209 0.948 -0.396
C 0.567 1.977 0.318
C 1.668 2.613 -0.507
Te 1.139 3.250 -2.490
C 2.632 2.004 -3.340
C 2.299 1.076 -4.323
C 3.261 0.209 -4.828
C 4.562 0.251 -4.349
C 4.904 1.177 -3.372
C 3.948 2.054 -2.880
C 0.019 -0.479 -2.355
C 0.474 -1.663 -2.960
C 0.009 -2.046 -4.204
C -0.931 -1.272 -4.876
C -1.410 -0.109 -4.278
C -0.947 0.286 -3.037
H 5.767 -2.455 0.105
H 5.630 -0.981 -0.857
H 5.099 -2.516 -1.528
H 4.110 -2.687 1.820
H 0.285 -3.674 1.039
H -1.718 -5.071 1.282
H -2.669 -5.495 3.531
H -1.602 -4.500 5.529
H 0.444 -3.111 5.271
H 3.053 -0.657 -1.799
H 1.037 1.550 1.215
H -0.153 2.725 0.638
H 2.492 1.918 -0.674
H 2.057 3.472 0.036
H 1.278 1.003 -4.676
H 2.979 -0.517 -5.582
H 5.308 -0.435 -4.734
H 5.919 1.221 -2.995
H 4.225 2.780 -2.124
H 1.183 -2.291 -2.436
H 0.367 -2.967 -4.647
H -1.297 -1.578 -5.847
H -2.146 0.499 -4.790
H -1.296 1.204 -2.582
Cl -1.645 -0.365 4.839
C -3.193 -0.844 4.143
Cl -2.994 -1.591 2.541
H -3.801 0.041 4.003
H -3.645 -1.593 4.782
O -3.982 1.692 2.562
C -2.939 2.190 2.171
O -1.914 1.450 1.785
C -2.694 3.659 2.140
C -2.793 4.326 3.360
C -2.522 5.678 3.458
C -2.163 6.365 2.299
C -2.104 5.714 1.083
C -2.383 4.339 0.946
S -2.379 3.617 -0.645
H -3.077 3.757 4.238
H -2.585 6.186 4.411
H -1.937 7.424 2.346
H -1.853 6.262 0.184
*
```

Its LUMO energy (alpha / beta) is 2.3 / 1.5 eV. The energy above the lowest of the compared OMol25 structures with the same formula, charge and spin is 5.8 kJ/mol. For the gap between HOMO and LUMO (alpha / beta), the calculation gives 6.48 / 5.64 eV. As for the largest force on an atom: 0.68 eV/A. Its HOMO energy (alpha / beta) is -4.18 / -4.18 eV. As for the molar mass: 905.15 g mol⁻¹.

Atomic partial charges in e from the Mulliken method, atoms 1 to 5: number 1, Ti, carries 0.0912; number 2, N, carries -0.4025; number 3, C, carries -0.6553; number 4, C, carries 0.6826; number 5, O, carries -0.7333


No. 2
Entry from OMol25: a structure of composition C39H35As2N2OPt (ωB97M-V/def2-TZVPD).

ORCA input file:
```
! wB97M-V def2-TZVPD RIJCOSX def2/J DEFGRID3
* xyz -1 3
Pt -0.821 -0.017 -0.136
C 0.489 -1.771 2.604
C -0.207 -2.531 1.478
As -1.312 -2.874 -1.090
C -0.303 -3.648 -2.580
C 0.756 -4.511 -2.299
C 1.445 -5.153 -3.317
C 1.075 -4.958 -4.641
C 0.006 -4.124 -4.932
C -0.678 -3.477 -3.910
C -2.089 -1.300 -1.988
C -3.401 -0.958 -1.634
C -4.031 0.139 -2.200
C -3.371 0.905 -3.151
C -2.087 0.557 -3.546
C -1.449 -0.532 -2.971
As -0.149 0.085 2.777
C 0.670 0.369 4.560
C 0.056 -0.248 5.649
C 0.549 -0.092 6.935
C 1.666 0.705 7.157
C 2.277 1.336 6.084
C 1.783 1.169 4.795
C 1.155 1.116 1.741
C 2.393 0.637 1.317
C 3.256 1.454 0.601
C 2.899 2.764 0.310
C 1.672 3.255 0.733
C 0.805 2.433 1.440
H 1.574 -1.778 2.504
H 0.260 -2.232 3.569
H -1.282 -2.529 1.681
H 0.094 -3.589 1.529
H 1.059 -4.677 -1.273
H 2.277 -5.803 -3.074
H 1.615 -5.454 -5.438
H -0.299 -3.971 -5.961
H -1.507 -2.826 -4.159
H -3.917 -1.553 -0.889
H -5.030 0.411 -1.885
H -3.849 1.781 -3.571
H -1.569 1.155 -4.286
H -0.453 -0.802 -3.297
H -0.828 -0.859 5.490
H 0.059 -0.584 7.766
H 2.052 0.834 8.160
H 3.146 1.962 6.248
H 2.275 1.667 3.968
H 2.689 -0.384 1.516
H 4.204 1.056 0.257
H 3.571 3.398 -0.257
H 1.371 4.266 0.491
H -0.170 2.809 1.728
C 0.012 -1.935 0.080
C 1.434 -2.027 -0.389
C 2.381 -2.865 0.212
C 3.696 -2.926 -0.236
C 4.112 -2.154 -1.309
C 3.190 -1.311 -1.920
C 1.887 -1.247 -1.462
H 2.095 -3.492 1.046
H 4.397 -3.586 0.262
H 5.136 -2.200 -1.658
H 3.494 -0.686 -2.751
H 1.195 -0.548 -1.914
N -4.621 6.056 -0.472
C -3.486 5.677 -1.219
O -3.035 6.474 -2.053
C -2.917 4.393 -0.934
C -1.708 3.989 -1.576
C -1.154 2.776 -1.311
N -1.693 1.862 -0.445
C -2.837 2.243 0.188
C -3.457 3.441 -0.013
H -4.766 7.052 -0.534
H -4.652 5.713 0.476
H -1.236 4.662 -2.278
H -0.232 2.468 -1.792
H -3.250 1.515 0.876
H -4.382 3.626 0.519
*
```

Its LUMO energy (alpha / beta) is 2.6 / 2.1 eV. The energy above the lowest of the compared OMol25 structures with the same formula, charge and spin is 16.5 kJ/mol. For the gap between HOMO and LUMO (alpha / beta), the calculation gives 4.84 / 6.99 eV. As for the largest force on an atom: 0.33 eV/A. Its HOMO energy (alpha / beta) is -2.26 / -4.88 eV. As for the molar mass: 892.64 g mol⁻¹.

Atomic partial charges in e from the Mulliken method, atoms 1 to 5: number 1, Pt, carries 0.3099; number 2, C, carries -0.9283; number 3, C, carries -1.5719; number 4, As, carries 0.1127; number 5, C, carries 0.3975


No. 3
Entry from OMol25: a structure of composition C39H35AsI2N2O7PS2V (ωB97M-V/def2-TZVPD).

ORCA input file:
```
! wB97M-V def2-TZVPD RIJCOSX def2/J DEFGRID3
* xyz -1 2
V 1.340 0.924 0.088
O -0.107 2.694 2.737
C -1.351 2.254 3.059
C -2.246 3.080 3.735
C -3.513 2.627 4.062
C -3.898 1.338 3.719
C -3.003 0.516 3.053
C -1.727 0.951 2.711
C -0.800 0.009 2.047
O 0.104 0.531 1.194
N -0.898 -1.232 2.286
N -0.094 -2.112 1.614
C 0.788 -2.749 2.290
C 1.241 -2.549 3.655
C 1.638 -3.705 4.347
C 2.043 -3.684 5.661
C 2.081 -2.437 6.316
C 1.769 -1.281 5.657
C 1.397 -1.248 4.263
O 1.265 -0.154 3.648
H -0.010 3.612 3.016
H -1.932 4.082 4.009
H -4.195 3.281 4.591
H -4.883 0.973 3.975
H -3.268 -0.500 2.791
H 1.283 -3.539 1.720
H 1.594 -4.654 3.816
H 2.317 -4.595 6.177
H 2.381 -2.391 7.359
H 1.833 -0.319 6.154
C -3.359 -2.380 -2.874
C -2.683 -2.615 -1.682
C -1.496 -1.955 -1.407
C -0.970 -1.055 -2.332
C -1.650 -0.813 -3.521
C -2.844 -1.474 -3.789
P 0.634 -0.271 -1.962
C 1.001 0.760 -3.417
C 1.919 0.389 -4.393
C 2.207 1.255 -5.440
C 1.589 2.495 -5.509
C 0.685 2.875 -4.526
C 0.394 2.013 -3.481
C 1.801 -1.660 -1.907
C 1.869 -2.656 -2.846
C 2.774 -3.723 -2.679
C 3.559 -3.784 -1.559
C 3.483 -2.797 -0.550
C 4.235 -2.884 0.651
C 4.095 -1.940 1.624
C 3.215 -0.845 1.448
C 2.487 -0.717 0.299
C 2.603 -1.703 -0.727
H -4.286 -2.898 -3.087
H -3.083 -3.312 -0.956
H -0.974 -2.135 -0.471
H -1.248 -0.120 -4.249
H -3.363 -1.286 -4.720
H 2.430 -0.560 -4.321
H 2.931 0.965 -6.191
H 1.828 3.175 -6.316
H 0.228 3.857 -4.550
H -0.281 2.317 -2.689
H 1.218 -2.632 -3.712
H 2.833 -4.499 -3.431
H 4.241 -4.616 -1.420
H 4.898 -3.730 0.793
H 4.642 -2.028 2.554
H 3.079 -0.146 2.265
I 0.955 4.181 -0.192
I -0.933 5.694 -1.697
O 4.128 3.477 -1.310
S 3.823 2.269 -0.606
O 4.917 1.421 -0.242
O 2.696 1.490 -1.294
S 2.711 2.666 1.121
C -4.307 0.643 -0.506
As -3.018 1.990 -0.970
C -3.416 3.505 0.150
C -3.416 2.473 -2.790
O -1.484 1.403 -0.790
H -5.318 0.993 -0.714
H -4.197 0.425 0.554
H -4.085 -0.251 -1.086
H -4.153 3.225 0.903
H -3.767 4.334 -0.460
H -2.485 3.790 0.636
H -4.443 2.829 -2.872
H -3.271 1.595 -3.419
H -2.727 3.261 -3.085
*
```

Its LUMO energy (alpha / beta) is 1.3 / 1.5 eV. The energy above the lowest of the compared OMol25 structures with the same formula, charge and spin is 364.1 kJ/mol. For the gap between HOMO and LUMO (alpha / beta), the calculation gives 5.31 / 5.46 eV. As for the largest force on an atom: 0.42 eV/A. Its HOMO energy (alpha / beta) is -3.97 / -3.97 eV. As for the molar mass: 1118.50 g mol⁻¹.

Atomic partial charges in e from the Mulliken method, atoms 1 to 5: number 1, V, carries -1.0772; number 2, O, carries -0.1976; number 3, C, carries 1.0935; number 4, C, carries -0.7385; number 5, C, carries -0.6298